[1]
{"formula": "C13H34BrMnN2O9S", "method": "wB97M-V/def2-TZVPD", "homo_energy_ev": [-4.119, -4.111], "s_squared": 8.753, "spin_multiplicity": 6, "orbital_gap_ev": [6.06, 6.06], "total_charge": -1, "elements": ["Mn", "Br", "S", "O", "O", "O", "O", "C", "O", "C", "C", "N", "C", "C", "O", "C", "H", "H", "H", "H", "H", "H", "H", "H", "H", "H", "H", "H", "H", "H", "H", "C", "O", "C", "C", "N", "C", "C", "O", "C", "H", "H", "H", "H", "H", "H", "H", "H", "H", "H", "H", "H", "H", "H", "H", "C", "O", "H", "H", "H", "H"], "xyz": [[18.4515, -5.3527, -29.7050], [16.1446, -6.1371, -30.2060], [18.4754, -6.1598, -26.3180], [19.6112, -7.1208, -26.2270], [18.5379, -5.6053, -27.7378], [17.1669, -6.7862, -26.1395], [18.7110, -4.9989, -25.4264], [16.3629, -1.0624, -33.5313], [17.0835, -0.8521, -32.3589], [17.4883, -2.0619, -31.7273], [17.6984, -1.7923, -30.2479], [17.6203, -3.0683, -29.4846], [17.6474, -2.7439, -28.0214], [16.2729, -2.4832, -27.4440], [15.6273, -1.3505, -27.9975], [14.6670, -0.8270, -27.1266], [16.8607, -1.7571, -34.2215], [16.2874, -0.1022, -34.0416], [15.3594, -1.4344, -33.2994], [18.4146, -2.3756, -32.2391], [16.8257, -2.9144, -31.9419], [16.9971, -1.0271, -29.9225], [18.7254, -1.4177, -30.1728], [16.6366, -3.3171, -29.6338], [18.2249, -1.8266, -27.8665], [18.0023, -3.5600, -27.3880], [16.3688, -2.4164, -26.3565], [15.6910, -3.3989, -27.6329], [15.0760, -0.0947, -26.4050], [14.1576, -1.5712, -26.5038], [13.8958, -0.2610, -27.6576], [19.0691, -8.5537, -29.7417], [19.6249, -7.3025, -30.1423], [20.8576, -7.0759, -29.4368], [21.4569, -5.6759, -29.6023], [20.5309, -4.5787, -29.2337], [21.1129, -3.2446, -29.3893], [21.7434, -2.9593, -30.7533], [20.9998, -3.5475, -31.8214], [21.4833, -3.1649, -33.0806], [18.2250, -8.7544, -30.3926], [18.7066, -8.4606, -28.7105], [19.8313, -9.3378, -29.7595], [21.5776, -7.7927, -29.8423], [20.6621, -7.1957, -28.3580], [21.7876, -5.5836, -30.6443], [22.3508, -5.6035, -28.9658], [20.4303, -4.7130, -28.2208], [21.9660, -3.1776, -28.6927], [20.4044, -2.4744, -29.0963], [22.7755, -3.3263, -30.7243], [21.7265, -1.8818, -30.9546], [22.5137, -3.5117, -33.2319], [21.4850, -2.0772, -33.2138], [20.8447, -3.6353, -33.8247], [18.5623, -5.4091, -32.9382], [18.9610, -4.8575, -31.6917], [19.2340, -5.1855, -33.7742], [18.3899, -6.4757, -32.8352], [17.6297, -4.9253, -33.2572], [19.7719, -4.3354, -31.8346]]}



[2]
{"formula": "C13H34N2O6P2PtSe", "method": "wB97M-V/def2-TZVPD", "homo_energy_ev": [-14.654, -15.963], "s_squared": 6.012, "spin_multiplicity": 5, "de_lowest_kj_mol": 8.9, "orbital_gap_ev": [9.70, 7.26], "total_charge": 2, "elements": ["Pt", "C", "C", "C", "O", "P", "O", "C", "P", "O", "O", "C", "C", "C", "O", "C", "C", "C", "O", "C", "C", "C", "H", "H", "H", "H", "H", "H", "H", "H", "H", "H", "H", "H", "H", "H", "H", "H", "H", "H", "H", "H", "H", "H", "H", "H", "H", "H", "H", "H", "H", "H", "N", "N", "H", "H", "H", "H", "Se"], "xyz": [[-1.7699, -1.4628, 0.8920], [3.4660, -2.6797, 2.1809], [3.4864, -2.5655, 0.6799], [3.0119, -3.7882, -0.0600], [2.6523, -1.3776, 0.2568], [1.1542, -1.0998, 0.4110], [0.3821, -1.7802, 1.5246], [1.0567, 0.6949, 0.6018], [-0.6041, 1.3398, 0.7673], [-1.3865, 0.5189, 1.7810], [-0.6204, 2.8214, 1.1618], [0.2544, 4.0000, 0.8478], [1.5429, 3.8951, 1.6239], [0.4200, 4.1542, -0.6422], [-1.2382, 1.1443, -0.6584], [-2.6597, 1.5359, -0.8650], [-2.7266, 2.2780, -2.1739], [-3.5389, 0.3004, -0.8793], [0.4223, -1.4579, -0.9279], [0.8917, -1.3330, -2.3357], [1.3938, 0.0576, -2.6353], [-0.2927, -1.7352, -3.1735], [4.1466, -3.4822, 2.4681], [2.4728, -2.9251, 2.5571], [3.8124, -1.7609, 2.6535], [4.4711, -2.2635, 0.3374], [1.9925, -4.0593, 0.2279], [3.6597, -4.6275, 0.1951], [3.0615, -3.6490, -1.1389], [1.5730, 1.1823, -0.2261], [1.5788, 0.9335, 1.5345], [-0.3453, 4.8143, 1.2429], [2.2519, 3.2052, 1.1616], [1.3615, 3.5989, 2.6568], [2.0162, 4.8774, 1.6407], [0.8719, 3.2706, -1.1016], [1.0879, 4.9949, -0.8331], [-0.5264, 4.3627, -1.1365], [-2.9467, 2.1854, -0.0374], [-2.3127, 1.6652, -2.9770], [-2.1797, 3.2166, -2.1294], [-3.7663, 2.5024, -2.4167], [-3.3756, -0.3010, -1.7745], [-4.5888, 0.5910, -0.8336], [-3.3982, -0.3790, -0.0048], [1.6945, -2.0612, -2.4300], [0.6058, 0.7980, -2.4765], [1.6864, 0.0990, -3.6847], [2.2786, 0.3183, -2.0524], [-1.1184, -1.0356, -3.0214], [-0.6256, -2.7450, -2.9333], [-0.0192, -1.7163, -4.2287], [-3.6043, -2.4339, 3.2219], [-2.5041, -1.5873, 2.9774], [-4.4355, -1.8969, 3.4192], [-3.3988, -3.0991, 3.9531], [-1.6727, -1.8869, 3.4792], [-2.6718, -0.6036, 3.1781], [-2.4308, -3.5627, 0.1546]]}



[3]
{"formula": "C13H35FNO5PS", "method": "wB97M-V/def2-TZVPD", "homo_energy_ev": -9.570, "smiles": "NCPS(=O)(=O)F.CCOCC.CCOCC.CCOCC", "de_lowest_kj_mol": 0.0, "orbital_gap_ev": 10.01, "elements": ["N", "C", "P", "S", "O", "O", "F", "H", "H", "H", "H", "H", "C", "C", "O", "C", "C", "H", "H", "H", "H", "H", "H", "H", "H", "H", "H", "C", "C", "O", "C", "C", "H", "H", "H", "H", "H", "H", "H", "H", "H", "H", "C", "C", "O", "C", "C", "H", "H", "H", "H", "H", "H", "H", "H", "H", "H"], "xyz": [[1.5302, -2.0253, 2.5995], [2.9934, -2.0811, 2.4827], [3.5159, -1.2696, 0.9003], [4.0150, 0.7541, 1.3636], [5.0646, 1.1205, 0.4707], [2.7997, 1.4998, 1.3794], [4.5778, 0.8314, 2.8328], [1.2923, -1.0560, 2.7803], [1.0974, -2.2469, 1.7071], [3.3485, -3.1075, 2.4971], [3.4103, -1.5529, 3.3364], [4.8109, -1.7680, 0.6449], [-0.4866, -0.4954, -2.5164], [0.8936, -1.0404, -2.1926], [0.8801, -2.2612, -1.4741], [0.2464, -3.3589, -2.1038], [0.8651, -3.7540, -3.4338], [-1.0663, -0.3585, -1.6021], [-0.3960, 0.4684, -3.0190], [-1.0487, -1.1607, -3.1736], [1.4185, -0.3380, -1.5435], [1.4944, -1.1368, -3.1044], [-0.8264, -3.1666, -2.2207], [0.3404, -4.1834, -1.3968], [0.7823, -2.9605, -4.1773], [0.3600, -4.6348, -3.8314], [1.9235, -3.9870, -3.3091], [-0.1239, 6.2156, 0.1681], [-0.6207, 4.8707, 0.6701], [-1.2662, 4.0857, -0.3164], [-0.4829, 3.7391, -1.4444], [0.7664, 2.9446, -1.1084], [-0.9468, 6.7936, -0.2544], [0.3131, 6.7810, 0.9916], [0.6413, 6.1088, -0.6017], [-1.3734, 5.0259, 1.4434], [0.1979, 4.3087, 1.1339], [-0.2247, 4.6332, -2.0240], [-1.1436, 3.1401, -2.0724], [1.4640, 3.5078, -0.4889], [1.2909, 2.6642, -2.0235], [0.5051, 2.0350, -0.5646], [-4.0244, -2.5357, 0.4142], [-3.0944, -2.8546, 1.5727], [-1.8128, -2.2652, 1.4621], [-1.7789, -0.8513, 1.4063], [-2.3601, -0.1604, 2.6274], [-3.5756, -2.8447, -0.5310], [-4.9705, -3.0629, 0.5400], [-4.2463, -1.4699, 0.3469], [-2.9092, -3.9283, 1.6072], [-3.5621, -2.5846, 2.5263], [-2.2644, -0.4903, 0.4922], [-0.7216, -0.5966, 1.3152], [-3.4225, -0.3723, 2.7529], [-2.2459, 0.9198, 2.5314], [-1.8445, -0.4879, 3.5315]]}



[4]
{"formula": "C13H35O7PS3", "method": "wB97M-V/def2-TZVPD", "homo_energy_ev": -7.972, "smiles": "CCSC[PH3]CCCCO.CCOS(C)(=O)=O.CCOS(C)(=O)=O", "orbital_gap_ev": 8.45, "elements": ["C", "C", "S", "C", "P", "C", "C", "C", "C", "O", "H", "H", "H", "H", "H", "H", "H", "H", "H", "H", "H", "H", "H", "H", "H", "H", "H", "H", "H", "C", "C", "O", "S", "C", "O", "O", "H", "H", "H", "H", "H", "H", "H", "H", "C", "C", "O", "S", "C", "O", "O", "H", "H", "H", "H", "H", "H", "H", "H"], "xyz": [[-1.8652, -4.6535, 4.7144], [-0.7780, -3.5806, 5.0918], [0.8878, -3.9586, 4.4174], [1.1469, -3.0441, 2.8452], [0.5784, -1.2178, 2.8729], [0.0087, 0.5914, 2.7120], [0.0183, 0.9856, 1.1763], [-0.9454, 2.1701, 0.8321], [-2.0615, 1.7019, -0.1629], [-1.5007, 1.1137, -1.3457], [-2.6635, -4.6961, 5.4905], [-1.4368, -5.6730, 4.6591], [-2.3451, -4.4328, 3.7410], [-0.6766, -3.6492, 6.1984], [-1.1299, -2.5495, 4.8961], [2.2545, -3.0095, 2.6993], [0.7340, -3.5425, 1.9406], [-0.8079, -1.6284, 2.8151], [1.3701, -1.0275, 1.6735], [1.2176, -0.9892, 4.1387], [0.7216, 1.3093, 3.1927], [-0.9857, 0.7688, 3.1766], [1.0645, 1.1635, 0.8473], [-0.3254, 0.0651, 0.6408], [-0.3373, 2.9320, 0.2582], [-1.3829, 2.6472, 1.7286], [-2.6537, 2.5896, -0.4607], [-2.7471, 0.9555, 0.2891], [-1.7391, 0.1869, -1.3254], [-0.6880, -5.6804, -3.2023], [-0.4615, -4.1841, -3.3117], [-1.4683, -3.5453, -4.1076], [-2.9132, -3.2917, -3.4458], [-3.5301, -2.1890, -4.6801], [-2.7393, -2.5664, -2.2156], [-3.6703, -4.5094, -3.4990], [-1.5885, -5.9015, -2.6284], [0.1562, -6.1599, -2.7046], [-0.8170, -6.1233, -4.1909], [-0.4037, -3.7193, -2.3243], [0.4893, -3.9976, -3.8118], [-2.9315, -1.2810, -4.6727], [-4.5646, -1.9607, -4.4300], [-3.4799, -2.6823, -5.6479], [3.6352, 7.0032, 0.7574], [3.9991, 6.8657, -0.7093], [3.6349, 5.5831, -1.2344], [2.0850, 5.3158, -1.5796], [2.3173, 3.8274, -2.5021], [1.6219, 6.3458, -2.4676], [1.3887, 4.9948, -0.3645], [2.5535, 7.0131, 0.8953], [4.0365, 7.9318, 1.1659], [4.0273, 6.1626, 1.3317], [3.5496, 7.6637, -1.3052], [5.0804, 6.9484, -0.8230], [2.8841, 4.0556, -3.4015], [1.3319, 3.4448, -2.7636], [2.8443, 3.1073, -1.8803]]}